{"formula": "C5H6F6NO", "method": "wB97M-V/def2-TZVPD", "species": ["C", "C", "C", "C", "C", "N", "O", "F", "F", "F", "F", "F", "F", "H", "H", "H", "H", "H", "H"], "coordinates": [[-0.3045, -2.1560, -0.2892], [-0.4550, -0.9092, 0.6571], [-0.0503, 0.4101, 0.0034], [1.1167, 0.4667, -0.9381], [-1.1230, 1.1925, -0.5299], [0.6190, 1.6505, 2.0294], [1.0586, 0.7575, 2.7605], [0.8266, 0.2027, -2.2398], [2.0948, -0.4412, -0.7226], [1.7859, 1.6335, -0.9861], [-2.2127, 1.4087, 0.3355], [-1.9224, 0.6305, -1.5952], [-0.7334, 2.4255, -0.9911], [0.4295, -1.9031, -1.0986], [0.0535, -3.1226, 0.1341], [-1.2653, -2.3370, -0.6737], [-1.4602, -0.9570, 1.1557], [0.2135, -1.0534, 1.5650], [1.3288, 2.1015, 1.4236]], "atomic_forces_ev_per_a": [[1.64, 0.51, 0.19], [1.50, -1.12, 1.26], [-0.48, -0.35, -1.05], [-0.61, -1.07, 0.69], [-1.93, 0.26, 0.26], [0.85, 0.46, -0.21], [0.03, -0.22, 0.61], [-0.59, 0.30, -1.23], [0.42, -0.63, 1.19], [0.12, 1.12, 0.20], [1.24, 0.20, 0.14], [0.93, 0.29, -0.20], [-0.48, -0.63, -0.02], [-1.00, -0.46, 0.58], [-0.20, 0.76, 0.32], [-1.17, -0.36, -1.08], [0.68, 0.70, -0.91], [-0.45, 0.10, -0.98], [-0.52, 0.12, 0.25]], "total_charge": -1, "homo_ha": [-0.1003, -0.1272], "spin_multiplicity": 3, "gap_ev": [6.79, 6.72]}



{"formula": "C5H6FNS", "method": "wB97M-V/def2-TZVPD", "species": ["F", "C", "C", "C", "S", "C", "C", "N", "H", "H", "H", "H", "H", "H"], "coordinates": [[-3.4734, -0.4889, 0.0449], [-2.2793, 0.0333, -0.0913], [-1.1867, -0.7291, 0.0196], [0.0955, -0.0446, 0.0173], [0.3865, 1.5625, 0.0587], [1.2641, -0.9432, -0.1654], [2.4521, -0.6847, 0.6739], [2.5136, -0.4259, -0.7277], [-2.2862, 1.0732, -0.1622], [-1.2389, -1.8094, 0.1172], [1.0520, -1.9731, -0.4061], [3.0764, -1.4468, 1.1380], [2.3805, 0.1998, 1.2991], [2.4228, 0.5476, -0.9605]], "atomic_forces_ev_per_a": [[-0.98, -0.37, -0.25], [0.73, -1.90, 0.87], [-0.32, 0.98, 0.06], [0.89, -0.28, -0.81], [-0.56, 0.29, 0.16], [-0.03, -0.20, 0.10], [0.78, 0.87, 1.13], [0.11, -1.28, -0.52], [0.08, 1.55, -0.32], [-0.03, 0.19, -0.02], [-0.11, -0.11, -0.19], [-0.19, -0.24, -0.55], [-0.19, -0.03, 0.11], [-0.18, 0.53, 0.22]], "total_charge": 0, "smiles": "F/C=C/C(=S)[C@@H]1CN1", "homo_ha": -0.3293, "gap_ev": 8.16, "e_above_lowest_kcal_mol": 33.8}



{"formula": "C5H6FNS", "method": "wB97M-V/def2-TZVPD", "species": ["C", "C", "C", "N", "S", "C", "C", "F", "H", "H", "H", "H", "H", "H"], "coordinates": [[0.2457, -0.7040, 2.1902], [-0.5826, -0.6960, 1.2236], [-0.1910, -0.2437, -0.0972], [0.1037, 0.9720, -0.3549], [0.3030, 2.2654, 0.7698], [-0.1665, -1.1665, -1.2194], [-0.0337, -2.4494, -1.1741], [-0.0788, -0.5464, -2.3971], [1.3635, -0.5371, 1.7389], [-0.0066, -0.8879, 3.2520], [-1.6898, -0.9787, 1.3350], [0.1300, 1.6754, 2.0252], [-0.3521, -2.8066, -0.1512], [0.0597, -3.0408, -1.9969]], "atomic_forces_ev_per_a": [[4.79, 0.02, 1.49], [-4.46, -0.95, -1.48], [-0.31, 1.17, -0.10], [0.41, 0.84, 0.68], [-0.38, -1.33, 0.03], [0.49, 1.75, -1.26], [-1.66, -0.64, 4.28], [0.12, 0.36, -0.57], [-2.42, -0.21, 2.16], [0.52, -0.01, -0.85], [1.56, 0.59, -0.05], [0.06, 0.39, -1.04], [1.00, -0.35, -1.33], [0.28, -1.62, -1.97]], "total_charge": 0, "smiles": "C=C/C(=N\\S)C(=C)F", "homo_ha": -0.3259, "gap_ev": 9.19, "e_above_lowest_kcal_mol": 54.7}



{"formula": "C5H6IN3O2", "method": "wB97M-V/def2-TZVPD", "species": ["C", "C", "C", "C", "C", "N", "N", "N", "O", "O", "I", "H", "H", "H", "H", "H", "H"], "coordinates": [[-0.0460, 0.7858, 0.1907], [-0.0107, -1.3701, -0.3357], [0.1849, 3.4103, 1.0622], [1.9650, -0.5016, 0.9851], [-2.0898, -1.3516, -1.6004], [-1.1999, 0.5544, -0.2855], [0.6720, -0.3618, 0.3779], [-1.1719, -0.7705, -0.5715], [0.4262, -2.4299, -0.7044], [-0.5390, 4.2805, 0.7711], [2.0966, 3.5548, 1.9887], [2.4369, -1.3946, 0.5831], [2.4552, 0.4390, 0.7286], [1.8132, -0.6014, 2.0865], [-1.8602, -1.0433, -2.6612], [-2.1015, -2.3394, -1.2285], [-3.0311, -0.8605, -1.3867]], "atomic_forces_ev_per_a": [[-0.28, -1.27, 0.45], [1.71, 0.87, 0.82], [-2.94, 2.19, -1.02], [-0.44, 0.43, 0.64], [0.24, 2.64, 0.98], [0.32, 1.45, 0.13], [0.16, 0.10, -0.21], [-2.67, -0.93, -2.86], [0.02, -0.82, 0.16], [1.35, -1.75, 0.46], [1.53, 0.00, 0.69], [0.19, 0.16, -0.03], [0.69, -0.41, 0.36], [0.48, 0.10, -0.76], [0.37, -1.02, 1.15], [-0.32, -1.54, -1.01], [-0.41, -0.20, 0.05]], "total_charge": 0, "homo_ha": [-0.3152, -0.3296], "spin_multiplicity": 3, "gap_ev": [8.99, 6.32], "e_above_lowest_kcal_mol": 0.0}



{"formula": "C5H6N", "method": "wB97M-V/def2-TZVPD", "species": ["C", "C", "C", "C", "N", "C", "H", "H", "H", "H", "H", "H"], "coordinates": [[-2.1566, 0.1013, -0.2808], [-1.3293, -0.7457, 0.0029], [-0.0386, -0.9787, 0.5445], [1.0783, -0.9893, -0.4897], [0.7376, 0.1586, 0.2091], [0.5608, 1.3859, 0.2077], [-2.8795, 0.7395, -0.6835], [-0.0693, -1.3292, 1.5085], [2.0237, -1.3019, -0.1038], [0.8907, -1.0246, -1.5747], [1.2743, 2.1206, -0.2808], [-0.0920, 1.8636, 0.9405]], "atomic_forces_ev_per_a": [[1.04, -2.15, 0.07], [-2.44, 2.06, -0.32], [-0.62, -0.20, -2.58], [0.98, -1.31, -0.25], [-0.30, 1.68, 0.26], [2.05, 3.30, 0.74], [-0.86, 0.48, -0.20], [0.97, -1.20, 2.15], [0.59, -0.85, -0.28], [-0.04, -0.03, 0.73], [-0.97, -1.31, -0.04], [-0.40, -0.47, -0.27]], "total_charge": 1, "smiles": "C#C[C@H]1C[N+]1=C", "homo_ha": -0.5494, "gap_ev": 9.38, "e_above_lowest_kcal_mol": 114.3}



{"formula": "C5H6N", "method": "wB97M-V/def2-TZVPD", "species": ["C", "N", "C", "C", "C", "C", "H", "H", "H", "H", "H", "H"], "coordinates": [[-1.4764, 0.2536, -0.0874], [-0.0593, 0.1966, 0.1361], [0.8275, 1.2047, 0.0541], [2.0117, 0.5853, -0.0870], [2.0733, -0.6994, 0.0046], [0.6375, -1.1024, 0.0978], [-1.8034, 0.1104, -1.1267], [-1.7903, 1.0722, 0.4009], [-1.8306, -0.5707, 0.5091], [0.7044, 2.3227, 0.0812], [0.2993, -1.7281, -0.8855], [0.4062, -1.6449, 0.9028]], "atomic_forces_ev_per_a": [[0.55, -2.90, -0.42], [0.69, 1.27, -1.06], [-2.30, 0.97, 0.21], [3.77, -3.90, 0.11], [-0.52, 2.87, -0.20], [0.62, 0.72, -5.50], [0.37, 0.40, 0.30], [-1.65, 3.21, 1.09], [-0.66, -0.46, 0.01], [-0.73, -1.46, -0.05], [0.80, 1.54, 2.24], [-0.93, -2.25, 3.29]], "total_charge": 1, "smiles": "C[N+]1=CC#CC1", "homo_ha": [-0.5711, -0.5759], "gap_ev": [8.89, 9.44], "e_above_lowest_kcal_mol": 143.8}



{"formula": "C5H6N", "method": "wB97M-V/def2-TZVPD", "species": ["C", "C", "C", "C", "C", "N", "H", "H", "H", "H", "H", "H"], "coordinates": [[-0.7759, -0.0937, 1.1142], [-0.5258, 1.0747, -0.0026], [-1.8863, 0.1497, 0.2613], [-1.0281, -0.0303, -0.9336], [1.9792, -0.2431, -0.2716], [0.0413, -0.3290, 0.0269], [-0.3567, -0.0920, 2.0656], [-2.8781, 0.3776, 0.4524], [-1.0027, -0.1543, -2.0380], [2.0917, 0.1672, -1.2338], [2.1209, 0.3869, 0.6313], [2.2204, -1.2137, -0.0720]], "atomic_forces_ev_per_a": [[-0.77, -0.31, -1.50], [0.48, 3.28, -0.15], [1.53, -2.13, -0.63], [-0.22, -0.87, 1.34], [-3.68, 2.12, 3.06], [3.86, -1.68, -3.16], [-0.17, 0.43, 1.75], [-1.56, 0.94, 0.12], [-0.20, 0.45, 1.21], [-0.13, 0.50, -0.99], [0.27, -0.08, -1.09], [0.59, -2.64, 0.04]], "total_charge": 1, "homo_ha": -0.5454, "gap_ev": 9.94, "e_above_lowest_kcal_mol": 174.9}



{"formula": "C5H6N", "method": "wB97M-V/def2-TZVPD", "species": ["C", "C", "C", "C", "C", "N", "H", "H", "H", "H", "H", "H"], "coordinates": [[-0.4225, -1.1045, -0.5926], [-0.7604, 0.3925, -0.7788], [1.2737, 0.7438, 0.4182], [0.6533, 0.0829, 1.6642], [0.5170, -0.4824, 0.3109], [-0.0185, 1.2404, 0.2909], [-1.0792, -1.6638, -0.0300], [-0.0474, -1.7305, -1.4349], [-0.6545, 0.8288, -1.7328], [-1.7861, 0.7096, -0.6964], [2.2147, 0.9971, -0.0168], [0.1100, -0.0138, 2.5981]], "atomic_forces_ev_per_a": [[1.49, 0.94, -1.66], [-2.68, 0.49, -0.67], [1.45, -1.34, 0.37], [-1.36, 0.28, -5.03], [1.70, 0.05, 3.97], [-0.59, -1.12, 1.38], [-1.90, -0.94, 1.01], [-0.03, 1.03, 0.47], [1.61, 0.29, -1.32], [-0.70, -0.78, 1.02], [0.52, 0.58, 0.27], [0.49, 0.53, 0.18]], "total_charge": 1, "homo_ha": -0.5851, "gap_ev": 10.29, "e_above_lowest_kcal_mol": 167.5}



{"formula": "C5H6N", "method": "wB97M-V/def2-TZVPD", "species": ["C", "C", "C", "C", "C", "N", "H", "H", "H", "H", "H", "H"], "coordinates": [[-0.7894, -1.8920, -1.8287], [0.4114, 1.6487, 1.9569], [-0.0626, 0.3956, -0.1890], [-1.3331, -2.7782, -2.6094], [1.5033, 2.3818, 2.1078], [0.1801, 0.9954, 0.7799], [-0.4402, -1.0368, -1.2364], [-0.4202, 1.8362, 2.6698], [-1.3937, -2.9400, -3.7549], [-1.7078, -3.6911, -2.0348], [2.1333, 2.1873, 1.2348], [1.9188, 2.8932, 2.9040]], "atomic_forces_ev_per_a": [[-1.84, -2.87, -3.54], [-1.09, 2.42, 2.31], [0.32, 0.53, 1.05], [0.98, 0.33, 0.89], [0.67, -2.48, -3.15], [-0.67, -1.08, -1.34], [0.29, 0.75, 0.93], [0.30, -1.06, -0.73], [0.21, 0.72, 1.89], [0.28, 0.97, -0.33], [0.56, 0.70, 0.43], [0.01, 1.07, 1.59]], "total_charge": 1, "homo_ha": -0.5025, "gap_ev": 6.31, "e_above_lowest_kcal_mol": 148.0}



{"formula": "C5H6N", "method": "wB97M-V/def2-TZVPD", "species": ["C", "C", "C", "C", "C", "N", "H", "H", "H", "H", "H", "H"], "coordinates": [[1.4417, 0.5540, -0.1942], [0.0210, -1.2123, 0.6123], [-0.8183, -0.6414, -0.5515], [0.6841, -0.6621, -0.5378], [0.2884, 0.2933, 0.8133], [-0.9882, 0.6828, 0.0982], [2.3814, 0.2852, 0.2641], [1.4672, 1.3882, -0.7491], [-0.0279, -2.1341, 1.1552], [-1.5839, -0.9805, -1.1814], [-1.0339, 1.5318, -0.4589], [-1.8315, 0.8950, 0.7299]], "atomic_forces_ev_per_a": [[0.32, -3.64, 3.06], [-0.36, 0.38, -1.07], [0.50, 0.86, 1.32], [-0.56, 0.09, -0.21], [0.81, -0.04, -0.62], [-2.89, 1.27, 1.45], [0.27, 0.21, -0.03], [-0.19, 2.91, -2.04], [0.29, 0.03, 0.49], [-0.49, -0.88, -1.05], [0.85, 0.01, -0.75], [1.44, -1.19, -0.55]], "total_charge": 1, "homo_ha": -0.5320, "gap_ev": 10.20, "e_above_lowest_kcal_mol": 136.8}



no.,DFT total energy (eV)
1,-25122.2820
2,-20322.7579
3,-20321.8532
4,-21943.3394
5,-6760.2194
6,-6758.9412
7,-6757.5914
8,-6757.9126
9,-6758.7592
10,-6759.2467